[1]
Molecular formula: C49H53AsN10O2STi
Method: DFT, wB97M-V/def2-TZVPD

XYZ file:
```
117
Properties=species:S:1:pos:R:3:mulliken_charge:R:1
Ti 0.60 1.44 -0.14 -0.303
C -2.61 2.86 -0.19 0.033
C -1.99 4.25 -0.36 -1.190
C -0.45 4.30 -0.20 -1.480
N 0.13 3.22 0.58 1.120
C 0.27 3.28 1.91 0.741
C -0.39 4.24 2.67 -0.338
C -0.34 4.54 4.03 -0.723
C 0.42 3.99 5.04 -0.711
C 1.35 2.97 4.89 -0.629
C 1.74 2.27 3.78 -0.259
C 1.32 2.33 2.43 0.157
N 1.92 1.63 1.47 1.393
C 3.34 1.33 1.59 -1.044
C 4.11 1.75 0.31 -0.609
C 3.33 2.72 -0.57 -1.169
N 2.19 2.07 -1.23 0.718
C 2.13 1.85 -2.54 0.658
C 3.26 1.98 -3.37 -0.921
C 3.44 1.80 -4.74 -0.709
C 2.54 1.44 -5.71 -0.736
C 1.18 1.22 -5.51 -0.670
C 0.41 1.33 -4.37 -0.163
C 0.74 1.59 -3.02 0.445
N -0.19 1.69 -2.06 1.432
C -1.57 1.91 -2.49 -1.608
C -2.63 1.91 -1.40 -0.174
H -2.11 2.37 0.65 -0.602
H -3.65 3.00 0.11 0.956
H -2.25 4.66 -1.34 0.447
H -2.44 4.91 0.38 0.326
H 0.01 4.22 -1.19 0.283
H -0.14 5.26 0.22 0.903
H -1.06 4.88 2.10 0.211
H -1.00 5.35 4.33 0.396
H 0.29 4.40 6.03 0.382
H 1.86 2.67 5.80 0.412
H 2.49 1.50 3.96 0.362
H 3.75 1.89 2.43 0.849
H 3.50 0.27 1.80 -0.018
H 5.04 2.22 0.62 0.577
H 4.39 0.88 -0.29 0.006
H 2.91 3.50 0.06 0.087
H 3.98 3.22 -1.29 0.786
H 4.16 2.25 -2.85 0.223
H 4.45 1.97 -5.08 0.364
H 2.91 1.33 -6.72 0.393
H 0.62 0.94 -6.39 0.386
H -0.64 1.14 -4.54 0.277
H -1.60 2.84 -3.07 0.616
H -1.89 1.12 -3.18 0.598
H -2.71 0.89 -1.02 -0.673
H -3.57 2.09 -1.95 0.543
C 5.53 -2.81 -1.51 -1.215
C 4.89 -2.88 -0.17 1.011
N 5.32 -3.55 0.85 -0.942
N 4.39 -3.29 1.82 0.360
C 3.41 -2.46 1.44 -0.195
S 2.10 -1.89 2.31 -0.265
N 3.75 -2.19 0.15 0.732
N 3.01 -1.46 -0.79 -0.432
H 6.37 -3.50 -1.53 0.370
H 5.89 -1.81 -1.72 0.264
H 4.82 -3.09 -2.29 0.254
H 4.47 -3.71 2.73 0.193
H 2.19 -1.08 -0.31 -0.702
H 3.58 -0.68 -1.11 0.241
N -1.12 -4.93 -5.63 -0.303
C -1.77 -4.32 -4.61 0.095
O -2.90 -4.61 -4.28 -0.625
C -1.01 -3.24 -3.86 0.779
C -1.71 -2.55 -2.89 -0.726
C -1.04 -1.58 -2.15 -0.284
N 0.24 -1.28 -2.32 1.166
C 0.90 -1.93 -3.29 -1.298
C 0.32 -2.92 -4.07 -0.904
H -1.63 -5.63 -6.15 0.251
H -0.23 -4.63 -5.96 0.144
H -2.75 -2.76 -2.72 0.684
H -1.56 -1.01 -1.39 0.066
H 1.94 -1.65 -3.43 0.446
H 0.93 -3.40 -4.82 0.225
O -0.72 0.17 0.79 0.015
As -1.82 -0.83 1.58 0.898
C -1.14 -2.59 1.83 0.033
C -0.53 -3.28 0.79 0.097
C -0.11 -4.58 0.98 -0.848
C -0.29 -5.20 2.22 -0.754
C -0.89 -4.51 3.26 -0.874
C -1.32 -3.20 3.07 -0.824
C -3.48 -0.99 0.65 0.127
C -3.79 -2.17 -0.01 -0.502
C -5.02 -2.29 -0.65 -0.673
C -5.93 -1.25 -0.61 -0.825
C -5.62 -0.08 0.07 -1.161
C -4.40 0.05 0.70 0.001
C -2.18 -0.15 3.31 0.098
C -1.08 0.23 4.07 0.058
C -1.27 0.65 5.38 -0.964
C -2.55 0.69 5.92 -0.803
C -3.64 0.29 5.16 -0.894
C -3.46 -0.14 3.85 -0.306
H -0.35 -2.80 -0.16 0.530
H 0.37 -5.12 0.17 0.487
H 0.05 -6.21 2.37 0.439
H -1.02 -4.98 4.22 0.438
H -1.78 -2.67 3.89 0.420
H -3.09 -3.00 -0.03 0.539
H -5.26 -3.21 -1.18 0.515
H -6.89 -1.35 -1.10 0.411
H -6.34 0.73 0.10 0.473
H -4.16 0.97 1.23 0.816
H -0.08 0.19 3.65 0.350
H -0.42 0.92 5.98 0.555
H -2.70 1.03 6.93 0.434
H -4.64 0.31 5.58 0.450
H -4.32 -0.49 3.28 0.510
```

The spin multiplicity is 2. The calculation puts the maximum force at 1.066 eV Å⁻¹. The expectation value of S² is 0.76. The total charge is +1. The calculation puts the HOMO energy (alpha / beta) at -9.09 / -9.51 eV. The energy above the lowest of the compared OMol25 structures with the same formula, charge and spin comes out at 25.6 kcal/mol. The total energy comes out at -6080.3362 a.u.

=====

[2]
Molecular formula: C2H7N3
Method: DFT, wB97M-V/def2-TZVPD

XYZ file:
```
12
Properties=species:S:1:pos:R:3:mulliken_charge:R:1
H 0.13 -2.05 -0.36 0.222
N 0.43 -1.26 -1.03 -0.650
C 0.27 -0.15 -0.47 0.717
C 0.88 1.04 -1.02 -1.165
N -0.44 0.18 0.72 -0.012
N -1.30 -0.58 1.54 -0.756
H 1.43 0.77 -1.92 0.318
H 0.14 1.82 -1.38 0.286
H 1.49 1.42 -0.23 0.324
H -0.45 1.19 0.88 0.238
H -1.83 -1.26 1.06 0.248
H -0.75 -1.11 2.21 0.228
```

The calculation puts the maximum force at 3.130 eV Å⁻¹. The calculation puts the HOMO energy at -9.08 eV. The energy above the lowest of the compared OMol25 structures with the same formula, charge and spin comes out at 34.5 kcal/mol. The total energy comes out at -244.6204 a.u. Its SMILES is [H]/N=C(/C)NN.

=====

[3]
Molecular formula: C20H22F29N2O2S
Method: DFT, wB97M-V/def2-TZVPD

XYZ file:
```
76
Properties=species:S:1:pos:R:3:mulliken_charge:R:1
C 0.96 3.16 1.27 -1.215
C 0.35 1.75 1.52 0.938
C 1.06 0.89 2.62 -0.211
C 2.55 1.25 2.90 -1.499
N 3.38 1.27 1.68 0.809
N 4.53 0.48 1.80 -1.082
C 5.52 1.02 0.89 -0.503
C 6.39 -0.09 0.25 -1.102
C 5.74 -0.96 -0.82 0.776
F 6.67 -1.24 -1.79 -0.367
F 5.46 -2.18 -0.27 -0.318
C 4.43 -0.49 -1.49 0.867
F 3.44 -0.26 -0.62 -0.191
F 3.96 -1.56 -2.20 -0.393
C 4.53 0.79 -2.40 0.644
F 3.79 1.77 -1.86 -0.209
F 5.80 1.29 -2.33 -0.356
C 4.24 0.59 -3.91 0.378
F 4.89 -0.45 -4.43 -0.229
F 4.81 1.65 -4.53 -0.278
S 2.41 0.61 -4.44 1.201
F 2.51 -1.00 -4.84 -0.355
F 1.84 0.16 -2.96 -0.206
F 2.23 2.22 -4.16 -0.294
F 2.91 0.93 -6.00 -0.337
F 0.86 0.57 -5.02 -0.323
H 1.75 3.03 0.50 0.045
H 0.22 3.84 0.82 0.383
H 1.47 3.59 2.15 0.308
H -0.69 1.92 1.88 -0.371
H 0.24 1.15 0.59 0.024
H 0.51 1.00 3.58 0.324
H 0.98 -0.18 2.33 0.231
H 2.61 2.24 3.40 0.238
H 2.95 0.52 3.62 0.466
H 3.61 2.26 1.53 0.138
H 6.21 1.66 1.51 0.250
H 5.10 1.69 0.11 0.070
H 6.77 -0.74 1.06 0.434
H 7.30 0.39 -0.18 0.405
C -4.92 1.55 2.05 -0.810
C -3.51 1.13 2.53 1.077
C -3.16 -0.36 2.41 0.828
F -3.96 -1.14 3.16 -0.246
F -1.90 -0.56 2.84 -0.234
F -3.33 1.57 3.79 -0.321
F -2.63 1.81 1.74 -0.395
O -5.94 1.73 3.04 -0.439
C -6.69 0.65 3.48 0.838
C -6.48 0.36 4.97 0.169
F -5.19 0.08 5.24 -0.203
F -7.21 -0.71 5.34 -0.263
F -6.46 -0.43 2.71 -0.273
F -7.98 0.98 3.29 -0.313
H -4.80 2.55 1.63 0.435
H -5.28 0.94 1.22 0.337
H -3.22 -0.69 1.36 -0.546
H -6.78 1.22 5.57 0.236
C -1.28 -3.23 -1.81 -0.874
C -1.53 -3.13 -3.33 0.854
C -1.60 -1.72 -3.93 0.535
F -2.61 -1.00 -3.42 -0.229
F -1.81 -1.79 -5.26 -0.288
F -2.64 -3.83 -3.64 -0.286
F -0.49 -3.77 -3.94 -0.302
O -2.41 -3.45 -0.96 -0.406
C -3.15 -2.37 -0.50 0.904
C -4.60 -2.42 -0.99 0.195
F -4.66 -2.40 -2.34 -0.219
F -5.28 -1.34 -0.54 -0.254
F -2.55 -1.21 -0.79 -0.270
F -3.17 -2.47 0.85 -0.336
H -0.68 -4.14 -1.68 0.428
H -0.65 -2.42 -1.44 0.466
H -0.66 -1.18 -3.76 -0.141
H -5.10 -3.33 -0.64 0.254
```

The calculation puts the maximum force at 3.110 eV Å⁻¹. The total charge is -1. The calculation puts the HOMO energy at -1.06 eV. The total energy comes out at -4329.4301 a.u.

=====

[4]
Molecular formula: C32H56BBrI2O19PS3
Method: DFT, wB97M-V/def2-TZVPD

XYZ file:
```
115
Properties=species:S:1:pos:R:3:mulliken_charge:R:1
C -1.01 -2.75 5.03 -0.852
C -0.59 -2.88 3.75 0.083
C 0.86 -3.11 3.44 0.621
O 1.27 -4.23 3.53 -0.559
O 1.57 -2.07 3.05 -0.085
C 2.94 -2.31 2.68 -0.431
C 3.71 -0.99 2.75 -1.028
C 3.84 -0.25 1.40 -0.245
C 3.26 1.18 1.43 -1.361
C 2.56 1.64 0.15 -0.731
C 1.02 1.51 0.23 -1.234
C 0.39 0.79 -0.98 2.027
C 0.67 1.68 -2.23 -0.462
C 1.61 1.09 -3.24 0.117
O 1.45 0.10 -3.87 -0.605
O 2.73 1.87 -3.44 -0.296
O 1.10 -0.42 -1.07 -1.124
B 0.19 -1.57 -1.18 0.994
P 0.67 -3.11 -0.02 -0.076
O 1.64 -4.00 -1.05 -0.538
Br -1.29 -4.25 -0.08 -0.446
O -1.14 -1.02 -0.90 -0.302
C -1.13 0.39 -0.75 1.682
C -1.64 0.57 0.70 -1.400
C -3.11 0.21 0.85 -0.143
C -3.47 -0.08 2.32 -0.488
C -4.66 -1.04 2.50 -0.321
C -5.92 -0.36 3.04 -1.026
C -6.59 0.66 2.10 -0.813
C -6.65 0.32 0.61 0.338
C -7.74 -0.71 0.25 -1.016
C -7.25 -2.16 0.21 -0.407
C -6.18 -2.40 -0.87 -0.853
C -2.15 0.88 -1.82 -1.495
I -2.70 -0.57 -3.24 -0.039
C -2.69 2.08 -1.97 0.436
C -3.71 2.50 -2.99 -1.529
I -2.15 3.67 -0.70 -0.058
H -0.58 -1.99 5.68 0.284
H -1.75 -3.43 5.45 0.271
H -1.23 -2.79 2.87 0.228
H 3.40 -3.05 3.33 0.328
H 2.96 -2.70 1.66 0.221
H 3.18 -0.36 3.48 0.412
H 4.69 -1.22 3.18 0.407
H 3.42 -0.84 0.58 0.231
H 4.91 -0.16 1.20 0.421
H 4.10 1.86 1.62 0.450
H 2.60 1.29 2.30 0.558
H 2.97 1.15 -0.73 0.406
H 2.79 2.71 0.05 0.410
H 0.58 2.52 0.27 0.305
H 0.77 0.99 1.16 0.374
H -0.22 1.92 -2.79 0.111
H 1.11 2.64 -1.92 0.347
H 3.07 1.59 -4.31 0.285
H 0.23 -2.05 -2.33 -0.341
H 1.10 -4.53 -1.65 0.323
H -1.43 1.56 1.09 0.323
H -1.04 -0.13 1.29 0.456
H -3.68 1.09 0.57 0.064
H -3.37 -0.65 0.23 0.096
H -3.68 0.86 2.84 0.372
H -2.60 -0.50 2.83 0.248
H -4.38 -1.82 3.21 0.334
H -4.86 -1.53 1.55 -0.098
H -5.68 0.14 3.98 0.385
H -6.66 -1.13 3.29 0.413
H -6.15 1.65 2.25 0.396
H -7.63 0.75 2.43 0.474
H -6.87 1.25 0.08 0.313
H -5.69 -0.03 0.22 -0.356
H -8.54 -0.64 0.99 0.354
H -8.18 -0.50 -0.72 0.398
H -6.88 -2.45 1.20 0.241
H -8.11 -2.79 -0.01 0.424
H -6.32 -3.38 -1.33 0.374
H -5.17 -2.37 -0.48 0.118
H -6.25 -1.63 -1.65 0.227
H -4.45 1.71 -3.15 0.416
H -4.26 3.36 -2.62 0.451
H -3.23 2.78 -3.93 0.236
C 1.58 5.37 -6.45 -0.377
C 2.35 5.09 -5.17 0.291
O 1.42 5.46 -4.13 -0.343
S -0.07 5.13 -4.59 0.995
O -0.44 3.87 -4.07 -0.296
O -0.86 6.29 -4.39 -0.624
O 0.24 4.96 -6.15 -0.348
H 1.58 6.43 -6.69 0.326
H 1.95 4.80 -7.30 0.320
H 3.26 5.67 -5.09 0.169
H 2.58 4.03 -5.06 -0.083
C 2.42 -7.24 5.34 -0.241
C 2.68 -5.99 6.16 -0.081
O 2.93 -6.50 7.48 -0.346
S 3.67 -7.91 7.39 1.083
O 5.07 -7.73 7.55 -0.550
O 2.96 -8.83 8.21 -0.541
O 3.36 -8.20 5.86 -0.334
H 1.41 -7.62 5.49 0.315
H 2.60 -7.08 4.28 0.251
H 1.83 -5.32 6.17 0.166
H 3.56 -5.46 5.82 0.270
C 7.51 3.51 -5.13 -0.302
C 8.51 4.63 -5.00 -0.386
O 7.71 5.82 -5.14 -0.305
S 6.27 5.58 -4.51 1.145
O 6.21 6.09 -3.20 -0.561
O 5.29 5.96 -5.48 -0.592
O 6.35 3.99 -4.44 -0.248
H 7.24 3.33 -6.18 0.281
H 7.85 2.58 -4.68 0.307
H 9.28 4.62 -5.77 0.306
H 8.98 4.64 -4.02 0.303
```

The calculation puts the maximum force at 1.837 eV Å⁻¹. The total charge is -1. The calculation puts the HOMO energy at -4.04 eV. The energy above the lowest of the compared OMol25 structures with the same formula, charge and spin comes out at 0.0 kcal/mol. The total energy comes out at -7412.6754 a.u.

=====

[5]
Molecular formula: C6H8N2O2
Method: DFT, wB97M-V/def2-TZVPD

XYZ file:
```
18
Properties=species:S:1:pos:R:3:mulliken_charge:R:1
C 1.85 1.43 -0.30 -1.154
C 0.60 0.71 -0.76 0.288
N 0.56 -0.47 -1.24 -0.316
C 0.22 -1.65 -0.87 -0.415
C -0.20 -1.96 0.40 -0.412
C -0.44 -0.87 1.25 0.240
C -1.07 0.31 0.85 -1.050
N -2.05 0.46 -0.09 0.991
O -2.81 1.43 0.04 -0.660
O -2.26 -0.36 -0.97 -0.572
H 2.69 0.72 -0.26 0.318
H 1.62 1.81 0.70 0.309
H 2.08 2.16 -1.05 0.340
H -0.19 1.45 -1.09 0.395
H 0.55 -2.43 -1.42 0.559
H -0.02 -2.85 1.02 0.332
H -0.05 -1.05 2.31 0.301
H -1.07 1.19 1.47 0.505
```

The calculation puts the maximum force at 3.622 eV Å⁻¹. The calculation puts the HOMO energy at -8.18 eV. The energy above the lowest of the compared OMol25 structures with the same formula, charge and spin comes out at 159.8 kcal/mol. The total energy comes out at -493.1923 a.u. Its SMILES is C/C=N/C=C\C=C/[N+](=O)[O-].

=====

[6]
Molecular formula: C3H3CdFO3
Method: DFT, wB97M-V/def2-TZVPD

XYZ file:
```
11
Properties=species:S:1:pos:R:3:mulliken_charge:R:1
C -2.02 0.71 -0.30 -0.223
C -1.78 -0.74 -0.20 -0.199
O -0.57 -1.05 0.55 -0.241
C 0.58 -0.64 0.07 1.283
O 1.63 -0.90 0.73 -0.722
O 0.65 0.10 -0.96 -0.682
Cd 2.61 0.14 -0.66 1.042
F -1.84 1.43 0.81 -0.223
H -2.13 1.30 -1.21 0.406
H -1.69 -1.17 -1.20 0.274
H -2.58 -1.23 0.36 0.286
```

The spin multiplicity is 2. The calculation puts the maximum force at 4.688 eV Å⁻¹. The expectation value of S² is 0.75. The total charge is +1. The calculation puts the HOMO energy (alpha / beta) at -11.77 / -15.89 eV. The energy above the lowest of the compared OMol25 structures with the same formula, charge and spin comes out at 0.0 kcal/mol. The total energy comes out at -609.0458 a.u.